No. 1
The following is a quantum chemistry calculation of a structure of composition C15H11Cl2NO3RuSTl at a distorted geometry, from the OMol25 dataset.

expectation value of S² = 8.823
2S+1 = 6
frontier orbital gap (alpha / beta) = 6.88 / 5.07 eV
relative energy (zero: lowest compared OMol25 entry of this formula, charge and spin) = 0.0267 eV
charge = +4

The geometry in XYZ format:
```
35
Properties=species:S:1:pos:R:3:lowdin_spin:R:1
Tl 3.13482 0.06868 -2.68963 0.3496
Ru -0.39781 -1.01600 0.83367 1.8970
Cl 1.98851 -0.05821 -0.30791 0.4151
Cl -0.25833 -2.86367 -0.47822 0.3622
C -1.42704 -0.05152 -0.30713 0.0532
C 5.01359 2.24805 -2.47275 0.1102
C 2.55450 -1.38343 -5.07546 0.1420
O -2.06717 0.53464 -1.10299 0.0452
O 5.76165 3.10119 -2.40667 0.0091
O 2.36220 -1.93420 -6.05279 0.0111
N 0.04245 0.32936 2.12368 0.2473
S -0.43394 0.07218 3.72998 0.0419
C -1.07341 1.63225 4.34203 0.0388
C -1.83599 2.50665 3.56921 0.2704
C -2.32007 3.68727 4.14706 0.1919
C -2.04303 3.97711 5.48610 -0.0063
C -1.26504 3.10589 6.25507 0.2381
C -0.76266 1.94261 5.67832 0.2644
C -1.87155 -0.84553 3.26555 0.0721
C -1.66070 -1.89522 2.30253 -0.0043
C -2.81651 -2.46788 1.66327 0.0932
C -4.08243 -2.11650 2.09631 -0.0140
C -4.25621 -1.17965 3.12496 0.1008
C -3.15586 -0.53808 3.70222 0.0197
H 0.69879 1.09604 1.98600 0.0147
H -2.05024 2.25890 2.53294 0.0088
H -2.92038 4.37961 3.54850 0.0051
H -2.42544 4.89185 5.94005 -0.0031
H -1.04230 3.32201 7.30282 0.0068
H -0.14625 1.24213 6.23412 0.0084
H -0.70166 -2.48854 2.33408 0.0051
H -2.63681 -3.18174 0.85454 0.0035
H -4.95855 -2.57493 1.63585 -0.0017
H -5.25717 -0.92869 3.47442 0.0039
H -3.28198 0.22727 4.46438 -0.0001
```

No. 2
The following is a quantum chemistry calculation of a structure of composition C15H11F6N5O4OsS3, from the OMol25 dataset.

2S+1 = 1
frontier orbital gap (alpha / beta) = 5.24 / 5.24 eV
relative energy (zero: lowest compared OMol25 entry of this formula, charge and spin) = 0.4259 eV
charge = +2

The geometry in XYZ format:
```
45
Properties=species:S:1:pos:R:3:lowdin_charge:R:1
Os 1.40077 0.14685 -0.05647 1.3435
N 1.49882 4.31369 1.11443 0.1340
C 1.25450 3.05901 0.74353 -0.7401
S 2.60113 2.02747 0.39335 0.8254
N -0.01346 2.65944 0.67223 0.0352
N -0.15411 1.40212 0.27142 -0.1674
C -1.42529 0.92535 0.20306 -0.0771
C -2.59989 1.65080 0.59836 -0.1660
C -3.57700 0.97381 1.36393 -0.0136
C -4.71629 1.63509 1.77194 -0.0296
C -4.92560 2.95324 1.38142 -0.0090
C -3.98185 3.62658 0.61236 -0.0299
C -2.81334 2.99905 0.24298 -0.0005
C -1.47981 -0.44560 -0.28226 -0.1742
C -2.65081 -1.02223 -0.73974 0.0471
C -2.63260 -2.33815 -1.18292 0.0253
C -1.44724 -3.03906 -1.14065 0.0307
C -0.29036 -2.39926 -0.71498 -0.0659
N -0.28900 -1.12458 -0.32327 -0.0392
H 2.43657 4.66497 1.17683 0.1156
H 0.74090 4.92405 1.36597 0.1325
H -3.39418 -0.04168 1.69670 0.1299
H -5.44040 1.13059 2.39820 0.1259
H -5.83412 3.46197 1.67918 0.1285
H -4.16995 4.64500 0.29783 0.1253
H -2.09132 3.51492 -0.37119 0.1155
H -3.55843 -0.43949 -0.76520 0.1371
H -3.53794 -2.80174 -1.55304 0.1395
H -1.38868 -4.07066 -1.45959 0.1389
H 0.64447 -2.93234 -0.68152 0.0863
F 3.36092 -2.36105 -4.05152 0.2105
C 3.16720 -2.62851 -2.78090 -0.6872
F 1.97803 -3.17091 -2.60244 0.1723
F 4.12181 -3.37333 -2.29220 0.2134
S 3.22038 -0.93864 -1.96194 0.7286
O 1.86930 -0.32110 -2.19167 -0.3749
O 4.38542 -0.29246 -2.42941 -0.1673
N 3.16632 -0.96868 -0.33584 -0.4636
S 2.92613 -2.13302 0.75151 0.6882
O 1.91779 -1.46337 1.60449 -0.3291
O 2.62775 -3.40146 0.18218 -0.2139
C 4.52391 -2.23888 1.70175 -0.6941
F 4.96476 -1.00925 1.87011 0.1887
F 5.35155 -2.94817 0.97576 0.2106
F 4.25323 -2.81037 2.84724 0.2140
```

No. 3
The following is a quantum chemistry calculation of a structure of composition C15H11N5O6RuS2 at a distorted geometry, from the OMol25 dataset.

expectation value of S² = 0.760
2S+1 = 2
frontier orbital gap (alpha / beta) = 6.40 / 6.51 eV
relative energy (zero: lowest compared OMol25 entry of this formula, charge and spin) = 2.0494 eV
charge = -1

The geometry in XYZ format:
```
40
Properties=species:S:1:pos:R:3:lowdin_spin:R:1
Ru -0.27540 0.41274 0.28003 0.8364
O -2.61605 -3.65107 0.14324 -0.0001
C -1.87190 -2.51530 0.23525 0.0006
O -0.81807 -2.34946 -0.29719 0.0059
C -2.57425 -1.48997 1.12805 0.0011
C -3.71364 -1.84247 1.79977 0.0012
C -4.28214 -0.92218 2.68392 -0.0002
C -3.66529 0.28712 2.85503 0.0002
C -2.51529 0.57639 2.13187 -0.0005
N -1.99189 -0.30171 1.26398 0.0060
C -1.77389 1.88819 2.32728 0.0014
O -2.29569 2.71784 3.05882 -0.0012
O -0.65533 1.93212 1.72426 0.0028
H -2.11336 -4.22941 -0.45355 0.0000
H -4.13660 -2.82213 1.64594 0.0002
H -5.18615 -1.16848 3.22517 -0.0001
H -4.02302 1.04778 3.53390 0.0000
N 1.73656 -3.31351 1.91499 0.0006
C 1.55086 -2.04630 1.38247 0.0036
S 0.77927 -0.85495 2.38398 0.0575
N 2.04218 -1.87185 0.19144 0.0062
N 1.75489 -0.58992 -0.27770 -0.0013
C 2.65015 -0.15098 -1.08262 0.0038
C 2.65747 1.14090 -1.71699 0.0080
C 3.72361 1.44665 -2.57715 -0.0004
C 3.82155 2.66253 -3.20915 0.0093
C 2.81794 3.61931 -2.97174 0.0000
C 1.77642 3.35409 -2.12197 0.0060
C 1.66409 2.10659 -1.46334 0.0021
O 0.68064 1.93401 -0.64138 0.0436
H 1.13523 -3.54289 2.68667 0.0000
H 1.89290 -4.03589 1.23117 0.0000
H 3.50319 -0.80598 -1.26580 -0.0006
H 4.47956 0.68565 -2.74413 -0.0003
H 4.65364 2.88234 -3.86499 0.0007
H 2.86476 4.58167 -3.47025 -0.0003
H 0.99807 4.08233 -1.93222 0.0003
O -0.02658 0.63335 -3.54172 0.0016
S -1.26267 0.31604 -2.82693 0.0002
N -1.38576 0.19682 -1.36842 0.0057
```